Formula: C5H9Br2N2
Source: OMol25
Level of theory: ωB97M-V/def2-TZVPD

Each line ends with the Löwdin charge.
CARTESIAN COORDINATES (ANGSTROEM)
C -0.141754 1.261958 -0.813623  -0.092
C 0.037898 -1.160012 -1.078378  -0.138
C 0.121597 0.126161 1.518887  -0.002
C -0.965611 -0.061772 -0.579881  -0.224
C 1.061317 0.663892 -0.095504  -0.955
N 1.355271 -0.514896 -0.777230  -0.481
N -1.233229 -0.163025 0.915390  0.076
Br 2.608551 1.660103 0.058729  0.858
Br 2.611718 -1.707886 0.191063  0.739
H 0.029599 1.622478 -1.752982  0.099
H -0.743132 2.086504 -0.342330  0.151
H -0.101879 -2.004492 -0.408090  0.101
H -0.086651 -1.179760 -2.168379  0.145
H 0.747464 -0.696440 1.801123  0.045
H -0.033414 0.906939 2.264108  0.116
H -1.886780 -0.096846 -1.189153  0.163
H -1.357230 -1.171027 1.261798  0.212
H -2.023732 0.428118 1.194459  0.189

Atoms 1-6, force components in eV/Å:
C -2.029 -1.390 4.254
C -0.374 1.905 1.450
C 1.356 3.249 -2.054
C -0.543 0.137 -2.659
C -1.537 0.495 2.754
N 0.408 -2.025 -0.114

Results
Frontier orbital gap   9.020 eV
Relative energy (zero: lowest compared OMol25 entry of this formula, charge and spin)   3.292 eV
Energy   -148386.1927 eV
Total charge   +1